Entry 1:
C35H33GeIrN3O7S3 as an isolated structure, computed with ωB97M-V/def2-TZVPD.

## Properties
- F_max: 0.0621 hartree/bohr
- Energy above the lowest of the compared OMol25 structures with the same formula, charge and spin: 51.47 kcal/mol
- <S²>: 0.980
- Orbital gap (spin up / spin down): 6.229 / 7.218 eV

```
! RIJCOSX wB97M-V def2-TZVPD def2/J DEFGRID3
* xyz 0 2
Ir -0.00090 -0.07402 0.06073
C -3.80315 0.41231 0.04515
C -2.90751 1.16633 0.96844
N -1.60988 0.98276 1.10933
C -1.15743 1.84794 2.06864
C -2.20268 2.58160 2.52215
N -3.29387 2.13775 1.81478
C -2.35259 3.70026 3.48446
O -1.27199 4.05991 4.12935
O -3.43698 4.22032 3.61701
C 0.27717 1.84779 2.41242
O 0.69023 2.57255 3.32595
O 0.96906 1.05703 1.70093
H -3.21781 -0.35209 -0.46348
H -4.23798 1.07823 -0.70277
H -4.61130 -0.06657 0.60205
H -4.21429 2.52936 1.94302
H -0.47178 3.49834 3.87605
C -1.02500 -1.60959 0.73482
Ge -0.96808 -2.58409 2.39162
C -2.56904 -3.71231 2.38086
C -2.50334 -5.10646 2.36990
C -3.66480 -5.87048 2.30103
C -4.90446 -5.24847 2.22878
C -4.98407 -3.85995 2.21827
C -3.82306 -3.09965 2.29330
C 0.63891 -3.68124 2.57617
C 0.70957 -4.62522 3.60248
C 1.83782 -5.42341 3.74725
C 2.90842 -5.27916 2.87091
C 2.86089 -4.32163 1.86647
C 1.73094 -3.52318 1.72270
C -1.00154 -1.46799 3.99895
C -1.96942 -1.65420 4.98712
C -1.89190 -0.95221 6.18735
C -0.85155 -0.05706 6.40220
C 0.10584 0.15073 5.41567
C 0.03460 -0.55469 4.22065
H -1.67963 -2.04940 -0.02211
H -1.53539 -5.59665 2.41406
H -3.59886 -6.95264 2.30335
H -5.80830 -5.84438 2.17995
H -5.95030 -3.37212 2.15663
H -3.88341 -2.01312 2.28544
H -0.11765 -4.72752 4.29982
H 1.88535 -6.15233 4.54762
H 3.78486 -5.90717 2.98049
H 3.70429 -4.19138 1.19800
H 1.70031 -2.76238 0.94858
H -2.78213 -2.35472 4.82215
H -2.63910 -1.11473 6.95590
H -0.78254 0.47459 7.34458
H 0.91335 0.85577 5.57716
H 0.78878 -0.39507 3.45538
C -3.33603 -5.00279 -1.64027
C -2.10296 -4.16715 -1.87134
C -2.13523 -3.07280 -2.73336
C -1.01128 -2.28267 -2.93641
C 0.15703 -2.58872 -2.25324
C 0.22679 -3.70384 -1.41979
C -0.90275 -4.48555 -1.23348
S 1.59428 -1.55956 -2.39711
O 2.74473 -2.39356 -2.23744
O 1.48903 -0.87572 -3.67951
O 1.52047 -0.50284 -1.29843
H -4.23720 -4.46649 -1.94063
H -3.42707 -5.28065 -0.58882
H -3.28342 -5.92657 -2.22440
H -3.05677 -2.82982 -3.25303
H -1.02621 -1.44613 -3.62127
H 1.17105 -3.94219 -0.94644
H -0.85589 -5.34742 -0.57303
S -1.17934 1.30507 -1.81506
C 0.01897 2.33970 -2.45017
N 1.00634 2.00891 -3.22598
C 1.97567 3.04944 -3.56018
C 1.28728 4.39510 -3.32949
S -0.06593 4.05149 -2.15224
H 1.19291 1.03361 -3.47478
H 2.29304 2.93305 -4.59257
H 2.85168 2.93496 -2.92037
H 0.84518 4.79441 -4.23818
H 1.95342 5.13111 -2.89020
*
```

=====

Entry 2:
An isolated ion of composition C4H12N3 and charge +1, computed with ωB97M-V/def2-TZVPD.

## Properties
- F_max: 0.0824 hartree/bohr
- Energy above the lowest of the compared OMol25 structures with the same formula, charge and spin: 55.48 kcal/mol
- SMILES: N/C=C(\N)CC[NH3+]
- Orbital gap: 9.334 eV

```
! RIJCOSX wB97M-V def2-TZVPD def2/J DEFGRID3
* xyz 1 1
N 2.36889 -1.46746 -0.84249
C 1.02352 -0.98931 -1.09394
C 0.48295 0.09426 -0.52510
N 1.26552 0.86136 0.43093
C -0.95065 0.61782 -0.84716
C -1.92388 0.23939 0.40221
N -1.18376 0.55971 1.66746
H 2.51441 -2.07988 -0.07582
H 2.57646 -2.00528 -1.70924
H 0.35109 -1.51329 -1.85310
H 1.47894 1.64689 -0.23840
H 2.10892 0.41861 0.61108
H -1.40611 0.37728 -1.80339
H -0.84624 1.74289 -0.81497
H -2.02374 -0.85118 0.42136
H -2.92433 0.72247 0.48107
H -1.28294 1.44421 2.10890
H -1.42674 -0.19398 2.38409
H -0.20229 0.37547 1.29654
*
```

=====

Entry 3:
A 2-piece molecular cluster, C7H15NO5 overall, computed with ωB97M-V/def2-TZVPD.

## Properties
- F_max: 0.0374 hartree/bohr
- Energy above the lowest of the compared OMol25 structures with the same formula, charge and spin: 219.10 kcal/mol
- Orbital gap (spin up / spin down): 6.330 / 9.566 eV

```
! RIJCOSX wB97M-V def2-TZVPD def2/J DEFGRID3
* xyz 0 1
N 1.02566 -0.14990 0.43175
O 1.63692 0.09187 1.47971
O 1.42673 0.32299 -0.63719
O 0.00549 -0.84634 0.46248
C 5.88045 1.40506 -5.54429
C 6.06965 -0.02273 -5.05108
C 4.77477 -0.73220 -4.60178
C 3.76218 -0.83943 -5.74123
C 5.14248 -2.10902 -4.02021
C 3.96504 -2.94316 -3.51647
C 4.41928 -4.28063 -2.96410
O 3.21438 -2.24051 -2.52469
O 2.04386 -2.87668 -2.28972
H 6.83052 1.89318 -5.77284
H 5.28198 1.44342 -6.45495
H 5.37389 2.02147 -4.80069
H 6.53895 -0.63279 -5.83316
H 6.78326 -0.04028 -4.21740
H 4.31241 -0.14161 -3.79209
H 4.15543 -1.44599 -6.55688
H 2.82744 -1.29184 -5.40982
H 3.51432 0.13846 -6.15257
H 5.69949 -2.67584 -4.77393
H 5.84084 -1.97144 -3.18776
H 3.24639 -3.11186 -4.33301
H 4.94886 -4.87881 -3.70546
H 5.09599 -4.13580 -2.12479
H 3.56929 -4.85269 -2.60006
*
```

=====

Entry 4:
A 2-piece molecular cluster, C18H24BrNOS2Si overall, computed with ωB97M-V/def2-TZVPD.

## Properties
- F_max: 0.0681 hartree/bohr
- SMILES: S=C(SCCC[SiH2]Br)N(c1ccccc1)c1ccccc1.CCO
- Orbital gap: 7.492 eV

```
! RIJCOSX wB97M-V def2-TZVPD def2/J DEFGRID3
* xyz 0 1
S 0.89896 0.63040 2.99707
C 1.53769 -0.15060 1.69867
S 0.81262 -1.76875 1.15659
C -0.52596 -1.18153 -0.01799
C -1.86436 -1.08820 0.85358
C -3.16805 -1.47684 0.04658
Si -4.62078 -1.32419 1.29439
Br -6.51298 -2.07660 0.29447
N 2.68369 0.30297 0.91698
C 2.51236 1.63412 0.35234
C 2.36106 1.70995 -1.11571
C 2.14287 2.99967 -1.78843
C 2.10191 4.27526 -1.05330
C 2.24672 4.18582 0.40575
C 2.43648 2.89602 1.08197
C 3.95499 0.10334 1.59637
C 4.48744 0.88651 2.70599
C 5.76702 0.55169 3.32869
C 6.54719 -0.59357 2.86541
C 6.03614 -1.38207 1.74817
C 4.76345 -1.04449 1.12584
H -0.21077 -0.15252 -0.35811
H -0.63594 -1.86658 -0.89641
H -1.89364 -0.08267 1.34434
H -1.74039 -1.87064 1.65996
H -3.07943 -2.54018 -0.32537
H -3.28188 -0.78287 -0.82598
H -4.67465 0.09495 1.67694
H -4.25540 -2.09210 2.48741
H 2.37049 0.80179 -1.76618
H 2.00297 3.03822 -2.89769
H 1.96009 5.26000 -1.55891
H 2.20223 5.15011 0.96945
H 2.50690 2.91792 2.18937
H 3.91895 1.74712 3.11750
H 6.09923 1.17791 4.18646
H 7.50356 -0.83650 3.38840
H 6.59826 -2.27668 1.38029
H 4.37251 -1.66361 0.28343
C -6.59437 -1.73720 -4.53799
C -5.70310 -1.87307 -3.31820
O -4.83732 -0.74586 -3.20819
H -5.99191 -1.65238 -5.44497
H -7.25794 -2.59905 -4.63521
H -7.20321 -0.83121 -4.47279
H -5.08176 -2.76637 -3.39655
H -6.30064 -1.94734 -2.40482
H -5.39128 0.03988 -3.12957
*
```

=====

Q: Which of these has the lowest F_max?
A: C7H15NO5